# 1
Molecular formula: C2H6N4
Method: DFT, the ωB97M-V functional and the def2-TZVPD basis

As for the structure (SMILES): [H]/N=C(N)/C(N)=N/[H]. For the energy above the lowest of the compared OMol25 structures with the same formula, charge and spin, the calculation gives 0.969 eV. For the HOMO-LUMO gap, the calculation gives 10.3 eV. The value obtained for the HOMO energy is -9.28 eV.

Atoms and positions in Å:
1 H 2.03381 -1.60090 -0.13100
2 N 1.03611 -1.37360 -0.04253
3 C 0.69814 -0.13540 -0.02575
4 N 1.48093 0.97337 0.00063
5 C -0.76393 0.18027 0.02280
6 N -1.47857 -0.96566 -0.16727
7 N -1.08720 1.40574 -0.04416
8 H -2.11839 1.55205 -0.06956
9 H 1.13719 1.92670 -0.21878
10 H 2.49317 0.85999 0.02251
11 H -0.90985 -1.82769 0.26448
12 H -2.52141 -0.99488 0.38865

Mulliken atomic charge list, values in e, 6 entries:
1 H 0.23
2 N -0.70
3 C 0.44
4 N -0.36
5 C 0.19
6 N -0.51

=====

# 2
Molecular formula: C23H28N5O4Sn
Method: DFT, the ωB97M-V functional and the def2-TZVPD basis

For the HOMO-LUMO gap, the calculation gives 4.9 eV. As for the charge: +1. The value obtained for the HOMO energy is -7.87 eV.

Atoms and positions in Å:
1 Sn 0.84337 0.36990 0.75027
2 C 3.58042 -1.17526 -2.41942
3 C 2.56238 -0.97562 -1.40386
4 N 2.47202 0.11218 -0.66746
5 C 3.56555 1.12200 -0.70716
6 C 3.46932 2.00074 0.50360
7 N 2.73417 1.34666 1.69670
8 C 2.50979 2.14459 2.88700
9 C 1.07862 2.75708 3.00581
10 N -0.02406 1.73343 2.68686
11 C -0.49643 0.84066 3.81134
12 C 0.16396 -0.53425 3.74049
13 N 0.19956 -0.96434 2.31988
14 C -0.30148 -2.15591 1.93464
15 C -1.05480 -3.02297 2.79807
16 C 0.01623 -2.55024 0.56168
17 C -0.21050 -3.76052 -0.08942
18 C 0.35351 -4.01656 -1.33288
19 C 1.24680 -3.09382 -1.91029
20 C 1.50363 -1.93212 -1.17293
21 N 0.64823 -1.57929 -0.14677
22 H 3.30770 -2.00789 -3.09290
23 H 4.52459 -1.36042 -1.91378
24 H 3.65510 -0.25531 -2.97606
25 H 3.53279 1.65436 -1.68627
26 H 4.55290 0.67228 -0.64213
27 H 2.88666 2.95523 0.30333
28 H 4.48238 2.33440 0.82010
29 H 3.26746 0.54385 2.04280
30 H 3.29533 2.95469 2.93074
31 H 2.57295 1.50412 3.77465
32 H 0.87993 3.67417 2.37740
33 H 1.00002 3.07968 4.09022
34 H -0.80450 2.35847 2.40120
35 H -1.58843 0.75191 3.76933
36 H -0.19023 1.26233 4.76807
37 H -0.37752 -1.24156 4.34938
38 H 1.19659 -0.51670 4.15895
39 H -2.09124 -2.63664 2.84843
40 H -0.66898 -3.19261 3.78838
41 H -1.13545 -4.03203 2.35893
42 H -0.73254 -4.57024 0.46946
43 H 0.07570 -4.89306 -1.89393
44 H 1.83627 -3.32485 -2.80901
45 O 0.28047 1.83098 -1.83876
46 C -0.78916 1.45162 -1.38766
47 O -0.85819 0.88290 -0.13540
48 C -2.11803 1.49353 -2.10384
49 C -3.15497 2.14339 -1.42759
50 C -4.47208 2.10382 -1.92704
51 C -4.65053 1.30702 -3.08232
52 O -5.84064 0.75392 -3.51985
53 C -5.44231 -0.18643 -4.53145
54 O -3.97919 -0.15087 -4.70344
55 C -3.58328 0.77795 -3.75153
56 C -2.26911 0.86323 -3.33878
57 H -3.01530 2.66698 -0.44190
58 H -5.38359 2.45506 -1.40624
59 H -5.87574 0.02556 -5.50887
60 H -5.74985 -1.17822 -4.15051
61 H -1.43628 0.37904 -3.82825

Mulliken atomic charge list, values in e, 6 entries:
1 Sn 0.77
2 C -1.75
3 C 0.72
4 N 0.15
5 C -0.90
6 C -0.68